Entry 1:
ORCA calculation (ωB97M-V with the def2-TZVPD basis set) on a single C6H4O molecule.

Structure (ORCA input):
```
! wB97M-V def2-TZVPD RIJCOSX def2/J DEFGRID3
* xyz 0 1
C -1.92 0.02 1.91
C -1.50 -0.73 1.07
C -0.98 -1.65 0.06
O -1.33 -2.81 -0.02
C 0.02 -0.97 -0.75
C 0.81 -0.07 -0.95
C 1.62 1.13 -0.88
H -2.33 0.66 2.66
H 2.69 0.92 -0.94
H 1.41 1.56 0.11
H 1.34 1.86 -1.64
*
```

Results
F_max in eV/Å: 0.650
Gap between HOMO and LUMO in eV: 10.0
E_HOMO in eV: -10.2
SMILES: C#CC(=O)C#CC
Energy relative to the best compared isomer or geometry (same formula, charge and spin) in kJ/mol: 250.4
M in u: 92.1
E_LUMO in eV: -0.205

---

Entry 2:
ORCA calculation (ωB97M-V with the def2-TZVPD basis set) on a single C6H4O2 molecule at a distorted geometry.

Structure (ORCA input):
```
! wB97M-V def2-TZVPD RIJCOSX def2/J DEFGRID3
* xyz 0 1
C -3.25 -0.33 0.18
C -2.15 0.09 -0.21
C -0.63 0.29 -0.20
C 0.33 -0.70 -0.10
C 1.56 0.02 0.02
O 2.77 -0.59 -0.02
C 1.24 1.38 0.09
O -0.16 1.51 -0.09
H -4.26 -0.72 0.22
H 0.16 -1.79 -0.13
H 2.72 -1.57 0.09
H 1.66 2.39 0.16
*
```

Results
F_max in eV/Å: 3.761
Gap between HOMO and LUMO in eV: 9.1
E_HOMO in eV: -8.5
SMILES: C#Cc1cc(O)co1
Energy relative to the best compared isomer or geometry (same formula, charge and spin) in kJ/mol: 242.1
M in u: 108.1
E_LUMO in eV: 0.658

---

Entry 3:
ORCA calculation (ωB97M-V with the def2-TZVPD basis set) on 2 unconnected molecules or ions with the total composition C6H4O2 at a distorted geometry.

Structure (ORCA input):
```
! wB97M-V def2-TZVPD RIJCOSX def2/J DEFGRID3
* xyz 0 1
C 1.91 0.70 0.66
C 1.23 0.38 -0.54
C -0.21 0.45 -0.60
C -1.38 0.21 -0.55
C -2.63 -0.52 -0.74
C -3.63 -1.27 -0.72
H 1.10 -0.38 2.38
H 2.80 -0.01 0.81
H 2.38 1.59 0.25
H -4.49 -1.94 -1.10
O 1.05 0.79 1.76
O 1.86 -0.02 -1.59
*
```

Results
F_max in eV/Å: 7.134
Gap between HOMO and LUMO in eV: 9.4
E_HOMO in eV: -9.9
Energy relative to the best compared isomer or geometry (same formula, charge and spin) in kJ/mol: 592.2
M in u: 108.1
E_LUMO in eV: -0.548

---

Entry 4:
ORCA calculation (ωB97M-V with the def2-TZVPD basis set) on 23 unconnected molecules or ions with the total composition C6H55N2O22 at a distorted geometry.

Structure (ORCA input):
```
! wB97M-V def2-TZVPD RIJCOSX def2/J DEFGRID3
* xyz 1 1
C 1.00 -1.89 -1.90
C 1.19 -0.40 -1.62
N 0.42 0.08 -0.49
C 0.89 1.01 0.42
C 0.02 1.02 1.45
N -1.07 0.28 1.08
C -0.78 -0.36 -0.05
C -2.27 0.07 1.88
H 1.51 -2.41 -1.09
H 1.44 -2.17 -2.86
H -0.06 -2.13 -1.94
H 1.03 0.23 -2.49
H 2.26 -0.18 -1.48
H 1.88 1.42 0.29
H 0.07 1.51 2.40
H -1.33 -1.15 -0.52
H -3.13 0.60 1.47
H -2.02 0.29 2.91
H -2.51 -0.99 1.85
O 0.66 4.38 1.56
H 1.47 4.03 1.13
H -0.07 3.92 1.13
O 4.49 0.45 -3.27
H 4.14 0.44 -4.17
H 5.40 0.14 -3.36
O 3.12 3.87 0.39
H 3.45 4.70 0.76
H 3.63 3.75 -0.43
O 1.95 -4.07 -4.53
H 2.25 -4.26 -3.62
H 2.61 -3.46 -4.87
O -4.05 2.89 2.59
H -4.64 2.76 1.84
H -4.31 2.22 3.23
O -0.41 3.35 4.31
H 0.20 3.38 5.06
H 0.13 3.61 3.54
O 3.30 -4.15 -2.11
H 4.11 -4.67 -2.22
H 3.55 -3.41 -1.52
O -1.06 -3.54 0.02
H -1.00 -3.34 0.96
H -1.14 -4.51 -0.01
O 0.50 0.18 4.87
H 1.30 -0.29 4.60
H 0.77 1.10 4.95
O -3.20 0.66 -1.31
H -2.79 0.35 -2.14
H -3.77 -0.08 -1.01
O 4.56 2.81 -1.80
H 5.43 3.19 -1.65
H 4.71 2.01 -2.34
O 1.47 -4.92 0.12
H 0.73 -4.34 -0.09
H 2.10 -4.79 -0.61
O -5.62 1.13 0.64
H -4.86 1.49 0.16
H -6.33 1.12 -0.01
O -1.52 -0.08 -3.48
H -0.87 -0.35 -4.14
H -1.30 0.85 -3.26
O -4.53 -1.56 -0.58
H -4.63 -1.85 0.36
H -5.12 -2.14 -1.08
O 2.78 1.46 2.86
H 2.49 1.28 3.76
H 3.45 2.15 2.95
O -2.74 1.65 5.03
H -3.23 1.94 5.81
H -2.19 2.40 4.79
O 1.84 3.74 -2.78
H 1.81 4.54 -2.25
H 2.64 3.28 -2.49
O -0.63 2.44 -2.79
H -0.78 2.84 -1.93
H 0.28 2.71 -3.03
O -3.04 -3.85 -2.07
H -2.67 -4.69 -2.36
H -2.48 -3.55 -1.34
O 4.03 -2.64 0.06
H 4.26 -3.29 0.74
H 4.46 -1.83 0.34
O -4.56 -2.62 1.91
H -5.13 -2.45 2.66
H -3.95 -3.31 2.19
*
```

Results
F_max in eV/Å: 1.541
Gap between HOMO and LUMO in eV: 9.5
E_HOMO in eV: -12.2
Energy relative to the best compared isomer or geometry (same formula, charge and spin) in kJ/mol: 0.0
M in u: 507.5
E_LUMO in eV: -2.658

---

Entry 5:
ORCA calculation (ωB97M-V with the def2-TZVPD basis set) on a molecular structure, C6H57AlNO21P2S at a distorted geometry.

Structure (ORCA input):
```
! wB97M-V def2-TZVPD RIJCOSX def2/J DEFGRID3
* xyz -1 1
C 2.66 -1.47 3.22
C 1.31 -1.40 3.70
C 0.67 -0.09 4.24
Al -0.52 0.83 2.87
C -2.10 -0.27 2.22
C -2.82 -1.10 3.29
C -4.27 -1.15 3.26
P 0.70 1.44 0.92
N 1.73 2.65 1.22
P -1.16 2.90 3.85
S -2.06 2.59 5.60
H 3.45 -1.94 3.84
H 2.89 -1.11 2.20
H 0.66 -2.31 3.71
H 0.12 -0.24 5.20
H 1.49 0.62 4.47
H -1.82 -0.90 1.33
H -2.86 0.46 1.82
H -2.32 -1.70 4.07
H -4.85 -1.96 2.76
H -4.87 -0.34 3.74
H 1.33 0.25 0.40
H -0.26 1.82 -0.07
H 1.65 2.88 2.21
H 0.08 3.55 4.16
H -1.94 3.69 2.95
O 2.27 -0.79 -1.98
H 2.31 0.07 -2.42
H 3.17 -0.93 -1.65
O 4.44 1.37 2.83
H 3.84 1.01 3.49
H 3.86 1.90 2.25
O 4.01 -2.66 -3.59
H 3.32 -2.04 -3.32
H 3.98 -2.64 -4.55
O -4.18 -3.68 5.46
H -3.95 -2.92 4.91
H -5.06 -3.93 5.15
O 1.49 -1.50 -4.59
H 0.89 -1.66 -3.86
H 0.95 -1.67 -5.38
O -1.13 6.00 6.11
H -1.76 5.95 5.38
H -1.08 5.08 6.42
O -0.18 -1.93 -6.87
H 0.03 -2.24 -7.76
H -0.97 -1.39 -6.99
O -1.95 3.18 -0.96
H -1.90 4.13 -0.82
H -2.58 3.08 -1.68
O -0.70 -4.07 -8.77
H -0.38 -4.33 -7.90
H -0.10 -4.52 -9.38
O -5.15 -3.98 1.47
H -5.80 -4.06 0.76
H -5.07 -4.88 1.81
O 3.15 -0.19 6.01
H 2.44 -0.70 6.42
H 3.88 -0.28 6.63
O 1.60 1.88 -4.78
H 0.98 1.84 -5.50
H 1.65 0.97 -4.46
O -2.44 4.70 -3.17
H -2.38 5.55 -3.61
H -1.55 4.55 -2.84
O 1.98 -2.53 -9.22
H 2.03 -1.67 -9.66
H 2.88 -2.66 -8.89
O -3.68 -6.54 6.72
H -3.69 -5.69 6.26
H -2.77 -6.63 7.00
O -0.69 -3.95 5.31
H -1.61 -3.67 5.40
H -0.26 -3.62 6.10
O -0.27 6.35 -3.38
H -0.20 7.20 -3.82
H 0.62 6.19 -3.04
O 1.97 4.61 -1.21
H 2.16 3.83 -0.65
H 2.82 4.82 -1.61
O 4.89 -2.99 -9.89
H 4.27 -3.04 -10.63
H 4.93 -3.90 -9.58
O 0.16 6.49 0.08
H 0.67 6.64 0.88
H 0.69 5.85 -0.42
O -1.67 -2.22 -0.44
H -1.47 -2.99 0.11
H -0.82 -2.00 -0.84
*
```

Results
F_max in eV/Å: 2.551
Gap between HOMO and LUMO in eV: 5.0
E_HOMO in eV: -3.9
M in u: 600.5
E_LUMO in eV: 1.135

---

Entry 6:
ORCA calculation (ωB97M-V with the def2-TZVPD basis set) on a molecular structure, C6H5BrCrFPd at a distorted geometry.

Structure (ORCA input):
```
! wB97M-V def2-TZVPD RIJCOSX def2/J DEFGRID3
* xyz 3 7
Pd 1.12 4.54 2.62
Cr 5.01 3.88 0.20
Br 2.65 2.96 1.10
F -0.60 -3.10 -1.76
C -0.66 -2.09 -0.98
C -1.94 -1.66 -0.54
C -2.01 -0.48 0.14
C -0.81 0.23 0.38
C 0.48 -0.21 -0.06
C 0.55 -1.37 -0.75
H -2.82 -2.21 -0.85
H -2.96 -0.08 0.46
H -0.84 1.17 0.92
H 1.38 0.30 0.28
H 1.43 -1.87 -1.15
*
```

Results
F_max in eV/Å: 1.734
Gap between HOMO and LUMO (spin up / spin down) in eV: 4.1 / 6.4
E_HOMO (spin up / spin down) in eV: -19.6 / -19.7
Energy relative to the best compared isomer or geometry (same formula, charge and spin) in kJ/mol: 3.9
M in u: 334.4
E_LUMO (spin up / spin down) in eV: -15.479 / -13.361
Expectation value of S²: 12.106

---

Entry 7:
ORCA calculation (ωB97M-V with the def2-TZVPD basis set) on a single C6H5BrN2S molecule at a distorted geometry.

Structure (ORCA input):
```
! wB97M-V def2-TZVPD RIJCOSX def2/J DEFGRID3
* xyz 0 3
C 1.33 0.13 0.49
C -1.31 -0.57 -0.63
C -0.02 -0.51 -2.83
C -0.26 -0.39 -1.31
C 1.17 -0.24 -0.74
C 0.36 0.13 1.71
N 1.19 -0.51 -3.24
N -0.66 -0.83 1.73
S 2.30 -0.23 -2.03
Br -0.12 -2.51 1.65
H 2.47 0.23 0.71
H -2.38 -0.74 -0.57
H -0.78 -0.83 -3.45
H 1.14 0.02 2.41
H -0.03 1.19 1.84
*
```

Results
F_max in eV/Å: 4.576
Gap between HOMO and LUMO (spin up / spin down) in eV: 8.0 / 6.3
E_HOMO (spin up / spin down) in eV: -7.9 / -8.1
M in u: 217.1
E_LUMO (spin up / spin down) in eV: 0.096 / -1.815
Expectation value of S²: 2.028

---

Entry 8:
ORCA calculation (ωB97M-V with the def2-TZVPD basis set) on a gas-phase ion, C6H5Cl2N2 (charge +1) at a distorted geometry.

Structure (ORCA input):
```
! wB97M-V def2-TZVPD RIJCOSX def2/J DEFGRID3
* xyz 1 1
C 1.60 0.44 -0.33
C 2.53 1.39 0.26
C 0.29 0.34 0.09
C 1.16 3.13 1.43
C 0.07 1.48 2.23
C -0.63 -0.48 -0.63
N -0.01 0.73 1.30
N 2.05 2.51 0.81
Cl 4.26 1.25 0.28
Cl 0.49 4.61 1.44
H 1.80 -0.35 -1.11
H 0.00 1.31 3.31
H -0.21 -1.52 -0.82
H -0.86 -0.10 -1.50
H -1.56 -0.79 -0.08
*
```

Results
F_max in eV/Å: 6.199
Gap between HOMO and LUMO in eV: 8.5
E_HOMO in eV: -13.6
Energy relative to the best compared isomer or geometry (same formula, charge and spin) in kJ/mol: 176.8
M in u: 176.0
E_LUMO in eV: -5.092

---

Entry 9:
ORCA calculation (ωB97M-V with the def2-TZVPD basis set) on a molecular structure, C6H5ClF3NO2S at a distorted geometry.

Structure (ORCA input):
```
! wB97M-V def2-TZVPD RIJCOSX def2/J DEFGRID3
* xyz 0 1
C 2.03 -1.23 -0.55
C 0.89 -1.76 0.09
C 0.85 0.73 -0.90
C 2.03 0.11 -1.02
C -0.22 -1.00 0.06
C -1.40 -1.56 0.74
N -0.26 0.23 -0.42
O -0.86 3.07 -0.07
O -2.28 1.96 -1.76
F -1.54 -2.88 0.56
F -1.27 -1.49 2.07
F -2.54 -0.91 0.40
S -1.79 2.01 -0.40
Cl -0.44 2.35 2.63
H 2.80 -1.97 -0.84
H 0.88 -2.79 0.58
H 0.82 1.79 -1.12
H -0.66 2.76 1.40
H 2.95 0.60 -1.45
*
```

Results
F_max in eV/Å: 3.580
Gap between HOMO and LUMO in eV: 10.1
E_HOMO in eV: -10.7
Energy relative to the best compared isomer or geometry (same formula, charge and spin) in kJ/mol: 0.0
M in u: 247.6
E_LUMO in eV: -0.599

---

Entry 10:
ORCA calculation (ωB97M-V with the def2-TZVPD basis set) on a single C6H5ClN2O4 molecule at a distorted geometry.

Structure (ORCA input):
```
! wB97M-V def2-TZVPD RIJCOSX def2/J DEFGRID3
* xyz 0 1
O -3.30 -1.61 -1.73
N -3.31 -0.83 -0.80
O -4.21 -0.11 -0.49
C -2.05 -0.75 -0.07
C -0.87 -0.99 -0.75
C 0.39 -0.98 -0.07
C 0.73 0.06 0.70
C -0.03 1.30 0.76
C -0.87 1.81 -0.13
Cl -1.71 3.31 -0.08
N -2.13 -0.97 1.35
O -3.09 -1.62 1.67
O -1.20 -0.60 2.06
H -0.83 -1.11 -1.92
H 1.09 -1.78 -0.20
H 1.59 -0.08 1.47
H 0.04 1.85 1.66
H -0.90 1.29 -1.20
*
```

Results
F_max in eV/Å: 4.108
Gap between HOMO and LUMO in eV: 7.6
E_HOMO in eV: -9.2
SMILES: O=[N+]([O-])C(=C/C=C\C=C\Cl)[N+](=O)[O-]
Energy relative to the best compared isomer or geometry (same formula, charge and spin) in kJ/mol: 533.1
M in u: 204.6
E_LUMO in eV: -1.531

---

Entry 11:
ORCA calculation (ωB97M-V with the def2-TZVPD basis set) on 2 unconnected molecules or ions with the total composition C6H5ClNO2P at a distorted geometry.

Structure (ORCA input):
```
! wB97M-V def2-TZVPD RIJCOSX def2/J DEFGRID3
* xyz 0 1
C 0.91 1.27 -1.29
C 1.53 0.21 -0.69
C -0.49 1.27 -1.38
C 0.80 -0.87 -0.19
C -1.25 0.24 -0.84
C -0.58 -0.90 -0.27
N -0.53 0.24 2.39
O -0.81 1.38 2.10
O 0.54 -0.22 2.72
P -1.65 -2.25 0.31
Cl -0.40 -3.14 1.63
H 1.36 2.21 -1.36
H 2.64 0.13 -0.40
H -0.98 2.16 -1.80
H 1.25 -1.86 0.07
H -2.34 0.13 -1.00
*
```

Results
F_max in eV/Å: 3.263
Gap between HOMO and LUMO (spin up / spin down) in eV: 8.2 / 5.8
E_HOMO (spin up / spin down) in eV: -9.6 / -7.9
Energy relative to the best compared isomer or geometry (same formula, charge and spin) in kJ/mol: 129.4
M in u: 189.5
E_LUMO (spin up / spin down) in eV: -1.433 / -2.117

---

Entry 12:
ORCA calculation (ωB97M-V with the def2-TZVPD basis set) on a single C6H5ClS molecule at a distorted geometry.

Structure (ORCA input):
```
! wB97M-V def2-TZVPD RIJCOSX def2/J DEFGRID3
* xyz 0 1
S 1.95 -1.51 0.29
C 0.46 -0.87 0.64
C -0.89 -1.29 0.33
C -1.87 -0.33 0.58
C -1.18 0.94 1.02
C -0.23 1.55 -0.08
Cl -0.35 1.08 -1.72
C 0.25 0.53 0.94
H -0.84 -2.42 0.25
H -2.86 -0.49 0.35
H -1.66 1.73 1.66
H 0.06 2.67 0.02
H 0.83 1.10 1.66
*
```

Results
F_max in eV/Å: 4.769
Gap between HOMO and LUMO in eV: 7.6
E_HOMO in eV: -8.7
SMILES: S=C1C=C[C@@H]2[C@H](Cl)[C@H]12
Energy relative to the best compared isomer or geometry (same formula, charge and spin) in kJ/mol: 179.1
M in u: 144.6
E_LUMO in eV: -1.092